No. 1
Here is C46H56NO2S4SiTcTe as an isolated structure in a non-equilibrium geometry from the OMol25 dataset. Energies are from ωB97M-V with the def2-TZVPD basis set.

Last column: Löwdin charge in e.
Geometry (Å):
1 Tc 0.2970 -0.0843 0.5797  0.9429
2 C 1.5728 3.4902 -1.4426  -0.5035
3 C 1.5202 3.6697 0.0619  -0.4476
4 S 1.4533 2.0958 1.0150  0.8508
5 C 0.5163 2.6468 2.4722  -0.4623
6 C -0.9729 2.6824 2.2092  -0.4166
7 S -1.5553 1.0880 1.5122  0.8994
8 C -2.5176 1.7081 0.0852  -0.4504
9 C -2.7643 0.5932 -0.9023  -0.4421
10 S -1.2176 -0.1928 -1.4765  0.9087
11 C -0.8604 0.5975 -3.0891  -0.4520
12 C 0.3246 1.5438 -3.0738  -0.5064
13 S -0.0592 3.0284 -2.0959  0.9169
14 H 2.2913 2.7252 -1.7342  0.0515
15 H 1.8649 4.4351 -1.8982  0.0921
16 H 0.6686 4.2862 0.3477  0.0825
17 H 2.4354 4.1512 0.4079  0.0973
18 H 0.8914 3.6303 2.7538  0.1052
19 H 0.7767 1.9393 3.2582  0.0692
20 H -1.2414 3.4694 1.5059  0.0864
21 H -1.5271 2.8317 3.1357  0.1017
22 H -1.9585 2.5122 -0.3838  0.0193
23 H -3.4548 2.0911 0.4932  0.1101
24 H -3.2916 0.9736 -1.7752  0.1045
25 H -3.3523 -0.2166 -0.4685  0.0587
26 H -1.7710 1.0848 -3.4345  0.0909
27 H -0.6461 -0.2380 -3.7558  0.0870
28 H 0.5621 1.8493 -4.0921  0.0924
29 H 1.1928 1.0575 -2.6267  0.0652
30 O -0.4458 -1.8641 0.6378  -0.5059
31 Si -1.3541 -3.1967 0.4614  0.5146
32 C -0.6386 -4.7695 1.2235  -0.2316
33 C -0.5843 -4.9280 2.6095  -0.0955
34 C -0.3398 -6.1753 3.1667  -0.0724
35 C -0.1541 -7.2797 2.3468  -0.0718
36 C -0.1715 -7.1296 0.9690  -0.0739
37 C -0.4044 -5.8795 0.4100  -0.0870
38 C -1.6888 -3.5458 -1.3664  -0.2675
39 C -0.6521 -3.5738 -2.3029  -0.1330
40 C -0.8845 -3.9595 -3.6140  -0.0819
41 C -2.1645 -4.3207 -4.0141  -0.0720
42 C -3.2076 -4.2835 -3.1018  -0.0626
43 C -2.9710 -3.8970 -1.7878  -0.0742
44 C -3.0396 -2.9540 1.2965  -0.2291
45 C -3.7648 -4.0864 1.6697  -0.0830
46 C -5.0389 -3.9690 2.2080  -0.0546
47 C -5.6038 -2.7154 2.3913  -0.0659
48 C -4.8959 -1.5805 2.0274  -0.0701
49 C -3.6268 -1.7037 1.4781  -0.1299
50 H -0.7595 -4.0792 3.2608  0.1002
51 H -0.3301 -6.2939 4.2437  0.1095
52 H -0.0052 -8.2587 2.7851  0.1102
53 H -0.0392 -7.9882 0.3227  0.1097
54 H -0.4390 -5.7782 -0.6683  0.0971
55 H 0.3549 -3.3010 -1.9945  0.0836
56 H -0.0663 -3.9958 -4.3235  0.1055
57 H -2.3445 -4.6403 -5.0321  0.1101
58 H -4.2065 -4.5675 -3.4068  0.1112
59 H -3.7966 -3.8800 -1.0874  0.0991
60 H -3.3302 -5.0709 1.5356  0.1122
61 H -5.5917 -4.8584 2.4814  0.1140
62 H -6.5970 -2.6240 2.8104  0.1122
63 H -5.3363 -0.6000 2.1647  0.1065
64 H -3.0898 -0.8109 1.1852  0.0073
65 C -0.4520 -0.9337 3.8548  -0.0034
66 C 0.8981 -1.2517 3.2875  -0.7159
67 O 1.5612 -2.1551 3.8198  -0.1055
68 N 1.4520 -0.5472 2.2614  -0.3695
69 Te 3.4116 -1.2652 2.4965  1.9829
70 C 5.0164 -0.3219 1.3368  -0.2723
71 C 5.0745 0.5677 0.2647  -0.2789
72 C 3.9045 0.9101 -0.6156  -0.1176
73 C 6.2851 1.1630 -0.0828  -0.0005
74 C 7.4531 0.9154 0.6105  -0.2395
75 C 8.7537 1.5785 0.2703  -0.0265
76 C 7.3938 -0.0038 1.6537  0.0010
77 C 6.2200 -0.6335 2.0299  -0.3018
78 C 6.3440 -1.6630 3.1337  -0.0939
79 C 3.3036 -3.1243 1.4977  -0.2889
80 C 3.5742 -4.2797 2.2350  -0.2825
81 C 3.7883 -4.3143 3.7241  -0.0555
82 C 3.6279 -5.4853 1.5417  0.0159
83 C 3.3588 -5.5747 0.1851  -0.2389
84 C 3.4875 -6.8776 -0.5439  -0.0273
85 C 3.0050 -4.4136 -0.4957  0.0031
86 C 2.9950 -3.1822 0.1337  -0.2714
87 C 2.7116 -1.9500 -0.6690  -0.0586
88 H -0.6437 0.1369 3.8808  0.0515
89 H -0.4827 -1.3344 4.8648  0.1063
90 H -1.2296 -1.4275 3.2752  0.0689
91 H 2.9999 0.4152 -0.2820  -0.0176
92 H 4.1172 0.6120 -1.6451  0.1127
93 H 3.7444 1.9898 -0.6153  0.0602
94 H 6.2991 1.8330 -0.9356  0.1298
95 H 8.6604 2.2337 -0.5930  0.0823
96 H 9.5163 0.8291 0.0559  0.0940
97 H 9.1052 2.1645 1.1205  0.0947
98 H 8.3054 -0.2416 2.1896  0.1316
99 H 7.3965 -1.8226 3.3582  0.0919
100 H 5.9336 -2.6275 2.8279  0.0639
101 H 5.8706 -1.3483 4.0660  0.0739
102 H 3.8631 -3.3261 4.1702  0.0298
103 H 4.6766 -4.8938 3.9735  0.0989
104 H 2.9305 -4.8033 4.1895  0.0983
105 H 3.8858 -6.3847 2.0894  0.1363
106 H 3.3095 -7.7221 0.1192  0.0851
107 H 4.4998 -6.9722 -0.9433  0.0960
108 H 2.7936 -6.9333 -1.3817  0.0843
109 H 2.7553 -4.4737 -1.5495  0.1256
110 H 2.5059 -2.2004 -1.7079  0.0996
111 H 3.5630 -1.2729 -0.6323  0.0454
112 H 1.8246 -1.4253 -0.2679  0.0095

Properties
2S+1: 3
Maximum force: 2.2 eV/A
ΔE to the lowest compared entry with this formula, charge and spin: 0.0000 eV
Expectation value of S²: 2.01
E_LUMO (spin up / spin down): -6.37 / -6.59 eV
HOMO energy (spin up / spin down): -13.0 / -13.0 eV
Net charge: +2

No. 2
Here is C46H57BiN7Sb2 as an isolated structure from the OMol25 dataset. Energies are from ωB97M-V with the def2-TZVPD basis set.

Last column: Löwdin charge in e.
Geometry (Å):
1 Bi 0.6921 -0.1150 0.4479  1.4957
2 N 3.4241 -0.0015 -0.7134  -0.0269
3 C 4.2750 -1.1604 -0.3668  -0.2202
4 C 4.0509 -1.5864 1.0708  -0.1870
5 N 2.6766 -2.0575 1.3501  -0.2140
6 C 2.3898 -3.3227 0.6357  -0.1680
7 C 1.1698 -3.2815 -0.2698  -0.2327
8 N 1.1783 -2.0901 -1.1540  -0.0924
9 C 2.5211 -2.2446 2.8084  -0.1898
10 C 1.0722 -2.3222 3.2365  -0.2433
11 N 0.4428 -0.9961 3.1100  -0.0576
12 H 3.4248 0.1672 -1.7197  0.0645
13 H 3.8402 0.8372 -0.3195  0.0665
14 H 5.3348 -0.9502 -0.5205  0.1333
15 H 4.0450 -1.9793 -1.0468  0.1030
16 H 4.2384 -0.7347 1.7238  0.1007
17 H 4.7864 -2.3540 1.3396  0.1436
18 H 2.2239 -4.1243 1.3588  0.1332
19 H 3.2681 -3.6222 0.0585  0.1285
20 H 0.2525 -3.2422 0.3246  0.0642
21 H 1.1388 -4.2025 -0.8548  0.1313
22 H 0.4928 -2.2309 -1.8973  0.0291
23 H 2.0770 -1.9944 -1.6127  0.0691
24 H 3.0045 -1.4041 3.3133  0.1210
25 H 3.0435 -3.1499 3.1367  0.1385
26 H 1.0183 -2.7080 4.2570  0.1305
27 H 0.5267 -3.0171 2.5976  0.0775
28 H 0.8885 -0.3618 3.7660  0.0743
29 H -0.5409 -1.0470 3.3521  0.0645
30 C -3.0281 2.5786 2.1864  -0.0153
31 C -2.5663 3.2027 3.3293  -0.0001
32 C -1.2282 3.0704 3.6565  0.0207
33 C -0.3853 2.3046 2.8609  -0.2305
34 N -0.8295 1.6975 1.7463  -0.0192
35 C -2.1229 1.8567 1.4335  -0.1663
36 C 1.0714 2.2068 3.1805  -0.2687
37 C 1.5533 2.5842 4.4292  0.0117
38 C 2.9168 2.5801 4.6651  -0.0056
39 C 3.7662 2.2102 3.6402  -0.0143
40 C 3.2016 1.8067 2.4441  -0.1312
41 N 1.8849 1.7663 2.2072  0.0098
42 H -4.0569 2.6630 1.8631  0.1284
43 H -3.2251 3.8004 3.9460  0.1337
44 H -0.8427 3.5967 4.5144  0.1185
45 H -2.4556 1.4081 0.5064  0.0378
46 H 0.8821 2.8714 5.2227  0.1189
47 H 3.3051 2.8710 5.6323  0.1327
48 H 4.8410 2.2246 3.7596  0.1271
49 H 3.8541 1.5046 1.6409  0.0899
50 C -1.1586 2.9011 -2.1061  -0.3298
51 C -1.8586 1.9209 -3.0439  -0.3319
52 C -2.7574 0.8983 -2.3506  -0.3400
53 Sb -1.9605 -0.6973 -1.1467  1.3987
54 C -1.6056 -2.1221 -2.6602  -0.4356
55 C -1.6214 -3.4794 -2.3245  -0.1497
56 C -1.4239 -4.4397 -3.3079  -0.0508
57 C -1.2088 -4.0494 -4.6250  -0.0422
58 C -1.1919 -2.7026 -4.9612  -0.0498
59 C -1.3862 -1.7349 -3.9807  -0.1259
60 C -3.8718 -1.2955 -0.4859  -0.3906
61 C -4.3474 -0.9442 0.7763  -0.1625
62 C -5.6555 -1.2426 1.1279  -0.0699
63 C -6.4855 -1.8997 0.2267  -0.0499
64 C -6.0107 -2.2490 -1.0290  -0.0481
65 C -4.7018 -1.9474 -1.3937  -0.1075
66 Sb 0.7467 2.3661 -1.2849  1.4220
67 C 1.3354 4.3173 -0.7952  -0.3822
68 C 1.4970 5.2265 -1.8399  -0.1295
69 C 1.7565 6.5583 -1.5474  -0.0462
70 C 1.8479 6.9780 -0.2267  -0.0428
71 C 1.6715 6.0707 0.8096  -0.0578
72 C 1.4163 4.7341 0.5305  -0.1263
73 C 1.8262 1.7819 -2.9971  -0.4088
74 C 2.9091 2.4718 -3.5401  -0.1091
75 C 3.5517 1.9698 -4.6681  -0.0468
76 C 3.1259 0.7836 -5.2507  -0.0459
77 C 2.0611 0.0788 -4.7012  -0.0609
78 C 1.4218 0.5733 -3.5728  -0.1846
79 H -1.7938 3.1649 -1.2567  0.0590
80 H -0.9135 3.8333 -2.6161  0.0649
81 H -1.1371 1.4349 -3.7046  0.0744
82 H -2.4989 2.5083 -3.7075  0.1261
83 H -3.3526 0.3450 -3.0795  0.0711
84 H -3.4691 1.4005 -1.6910  0.0665
85 H -1.8075 -3.7928 -1.3020  0.1004
86 H -1.4565 -5.4909 -3.0519  0.1194
87 H -1.0651 -4.7984 -5.3926  0.1217
88 H -1.0421 -2.4026 -5.9905  0.1200
89 H -1.3952 -0.6898 -4.2671  0.0889
90 H -3.7055 -0.4543 1.4984  0.0749
91 H -6.0294 -0.9629 2.1050  0.1138
92 H -7.5052 -2.1332 0.5027  0.1199
93 H -6.6574 -2.7562 -1.7331  0.1203
94 H -4.3538 -2.2193 -2.3829  0.1033
95 H 1.3935 4.9257 -2.8742  0.1022
96 H 1.8802 7.2682 -2.3546  0.1221
97 H 2.0500 8.0175 -0.0063  0.1217
98 H 1.7349 6.4032 1.8375  0.1144
99 H 1.2846 4.0325 1.3474  0.0656
100 H 3.2719 3.3868 -3.0919  0.0997
101 H 4.3921 2.5073 -5.0886  0.1219
102 H 3.6258 0.4063 -6.1332  0.1214
103 H 1.7281 -0.8480 -5.1529  0.1105
104 H 0.5947 0.0073 -3.1470  0.0507
105 C -2.6522 -4.5998 4.3474  -0.0771
106 C -3.2576 -4.1756 3.0052  -0.1911
107 C -2.3753 -3.2598 2.2598  -0.1654
108 N -1.7054 -2.5494 1.6521  0.1470
109 H -3.3334 -5.2864 4.8450  0.0892
110 H -2.5020 -3.7408 5.0003  0.0808
111 H -1.7005 -5.1103 4.2075  0.0811
112 H -4.2130 -3.6670 3.1402  0.1213
113 H -3.4471 -5.0395 2.3676  0.1289

Properties
2S+1: 1
Maximum force: 0.8 eV/A
ΔE to the lowest compared entry with this formula, charge and spin: 0.0000 eV
E_LUMO: -7.73 eV
HOMO energy: -15.5 eV
Net charge: +3